[1]
One molecule with the formula C26H34N4O5 in a non-equilibrium geometry, computed with ωB97M-V/def2-TZVPD.

Each line ends with the Löwdin charge.
Positions of all 69 atoms, in Å:
C (2.7242, -1.9073, -5.1306)  -0.08
C (3.8692, -1.2119, -4.3986)  -0.26
N (3.3819, -0.4095, -3.2881)  -0.20
C (4.1848, 0.7703, -3.0216)  -0.26
C (5.6634, 0.5265, -2.6947)  -0.08
C (3.0558, -1.1780, -2.0955)  -0.19
C (1.7939, -0.6338, -1.4226)  -0.14
C (0.5812, -0.7874, -2.3448)  -0.14
N (-0.5282, 0.0323, -1.8947)  0.05
C (-0.6883, 1.3093, -2.3253)  -0.24
C (0.2397, 1.8569, -3.3643)  0.00
C (-1.7020, 2.0735, -1.8288)  0.04
C (-2.5712, 1.5380, -0.8525)  -0.18
C (-2.4186, 0.2568, -0.4166)  -0.02
C (-1.3565, -0.5643, -0.9286)  -0.36
O (-1.1434, -1.7169, -0.5820)  0.07
C (-3.2908, -0.3407, 0.6550)  -0.14
C (-2.4869, -0.6957, 1.8889)  -0.12
C (-2.5766, -1.9564, 2.4472)  -0.01
C (-1.8660, -2.2830, 3.5851)  -0.01
C (-1.0630, -1.3426, 4.2147)  -0.19
O (-0.3118, -1.6118, 5.3304)  -0.11
C (-0.4098, -2.8885, 5.9111)  -0.08
C (-0.9986, -0.0384, 3.6952)  -0.12
O (-0.2678, 0.9818, 4.2577)  -0.09
C (-0.2222, 1.0858, 5.6650)  -0.07
C (-1.6902, 0.2647, 2.5152)  -0.13
O (-1.6517, 1.5355, 1.9742)  -0.07
C (-0.3750, 2.0078, 1.5958)  -0.05
C (-4.3749, 0.6479, 1.0294)  -0.13
C (-5.3099, 0.2542, 1.9903)  -0.21
N (-6.0816, -0.0653, 2.7822)  0.16
C (-4.4099, 1.9060, 0.5344)  -0.29
N (-5.3794, 2.8268, 0.8300)  0.18
O (-3.5391, 2.3833, -0.3928)  0.11
H (3.1169, -2.4762, -5.9696)  0.07
H (2.1904, -2.5883, -4.4734)  0.06
H (2.0210, -1.1704, -5.5098)  0.07
H (4.6044, -1.9652, -4.0731)  0.12
H (4.3678, -0.5406, -5.1016)  0.12
H (3.7238, 1.3019, -2.1852)  0.10
H (4.1192, 1.4161, -3.9038)  0.11
H (5.7691, -0.1176, -1.8250)  0.06
H (6.1751, 0.0607, -3.5331)  0.06
H (6.1488, 1.4745, -2.4780)  0.07
H (3.8788, -1.1756, -1.3668)  0.12
H (2.8757, -2.2150, -2.3817)  0.12
H (1.9342, 0.4213, -1.1771)  0.10
H (1.6104, -1.1717, -0.4920)  0.12
H (0.8598, -0.5217, -3.3615)  0.10
H (0.2379, -1.8244, -2.3163)  0.13
H (1.2821, 1.7102, -3.0931)  0.07
H (0.0692, 1.3646, -4.3216)  0.10
H (0.0543, 2.9193, -3.4923)  0.09
H (-1.8520, 3.0867, -2.1582)  0.12
H (-3.7355, -1.2709, 0.2766)  0.16
H (-3.1943, -2.7043, 1.9758)  0.12
H (-1.9396, -3.2847, 3.9747)  0.10
H (0.2390, -2.8603, 6.7858)  0.09
H (-0.0606, -3.6697, 5.2286)  0.10
H (-1.4338, -3.1105, 6.2276)  0.10
H (0.0630, 2.1183, 5.8705)  0.09
H (0.5179, 0.4087, 6.0964)  0.09
H (-1.1991, 0.8843, 6.1107)  0.10
H (0.1034, 1.3125, 0.8962)  0.09
H (-0.5477, 2.9606, 1.0961)  0.10
H (0.2753, 2.1535, 2.4597)  0.09
H (-5.1476, 3.7848, 0.6239)  0.11
H (-5.9079, 2.6626, 1.6711)  0.10

Summary:
HOMO: -7.93 eV
total energy: -1606.33724 a.u.
total charge: 0
SMILES: CCN(CC)CCCn1c(C)cc2c(c1=O)[C@@H](c1ccc(OC)c(OC)c1OC)C(C#N)=C(N)O2
frontier orbital gap: 0.3137 hartree
ΔE to the lowest compared entry with this formula, charge and spin: 385.6 kJ/mol



[2]
A 3-piece molecular cluster, C26H34N4O5 overall in a non-equilibrium geometry, computed with ωB97M-V/def2-TZVPD.

Each line ends with the Löwdin charge.
Positions of all 69 atoms, in Å:
C (-8.1084, -1.5889, -2.0938)  -0.09
C (-7.9841, -1.3266, -0.6847)  -0.45
H (-8.4476, -0.2607, -0.4931)  0.17
H (-8.5908, -2.1423, -0.1548)  0.15
O (-6.7802, -1.4827, -0.3235)  0.02
C (-6.1740, -0.2341, -0.2487)  -0.42
O (-6.6764, 0.7320, -0.6137)  0.18
C (-4.7934, -0.2633, 0.1006)  -0.20
C (-3.7920, 0.6623, 0.1707)  -0.08
C (-2.5837, -0.0838, 0.8225)  -0.10
C (-3.0849, -1.1402, 1.1520)  -0.20
N (-4.4172, -1.3622, 0.6651)  0.13
H (-4.8522, -2.4737, 0.7264)  0.29
C (-2.2791, -2.3569, 1.8325)  0.02
H (-2.9973, -3.0883, 2.2317)  0.07
H (-1.8737, -3.0865, 1.1638)  0.06
H (-1.4956, -2.2175, 2.5102)  0.06
C (-1.3626, 0.5117, 1.1440)  -0.15
C (-0.0262, 0.0845, 0.7257)  -0.07
C (0.0991, -1.1849, 0.1557)  -0.20
O (-0.7070, -1.9995, -0.5743)  -0.01
C (1.5302, -1.2735, 0.1398)  -0.32
O (2.2834, -2.1494, -0.4686)  0.02
N (2.0998, -0.2607, 0.8235)  0.00
C (3.5793, 0.0704, 0.5597)  -0.20
C (4.3154, 0.4865, -0.4743)  -0.33
H (3.8790, -0.2845, -1.3256)  0.19
H (3.9869, 1.6716, -0.6361)  0.19
C (5.6752, 0.3408, -0.2656)  -0.23
N (6.2701, -0.9984, -0.0003)  -0.24
C (7.6664, -0.8288, 0.1952)  -0.23
H (8.2472, -0.7206, -0.7591)  0.12
C (8.1729, -2.2036, 0.8891)  -0.08
H (8.2108, -3.1620, 0.1071)  0.11
H (7.4162, -2.6294, 1.6463)  0.08
H (9.1622, -1.8847, 1.3539)  0.07
H (7.8286, -0.1312, 0.8044)  0.03
C (5.8456, -1.9617, -0.7673)  -0.29
C (6.3428, -1.7595, -2.4505)  -0.05
H (5.8645, -0.7579, -2.8148)  0.07
H (7.5285, -1.8558, -2.3361)  0.08
H (5.8824, -2.5666, -2.8341)  -0.02
H (4.6595, -2.0794, -1.0184)  0.13
H (6.1532, -3.0783, -0.6187)  0.13
H (6.0829, 0.8396, -1.3825)  0.18
H (6.2429, 0.9646, 0.4260)  0.13
H (4.1264, -1.1764, 1.0590)  0.24
H (3.8773, 0.4237, 1.6865)  0.17
C (1.2114, 0.7555, 0.9726)  -0.31
C (1.1759, 2.0159, 0.3413)  -0.23
C (1.6554, 3.2033, 0.8547)  -0.10
N (1.7795, 4.3378, 0.1964)  0.06
C (1.7499, 4.3525, -1.1581)  -0.07
C (1.2998, 3.0653, -1.6766)  -0.01
C (1.2213, 1.8890, -0.9681)  -0.04
H (0.8936, 1.1367, -1.3902)  0.06
H (1.0587, 3.1296, -2.9117)  0.17
H (1.5970, 5.2542, -1.4967)  0.04
H (1.8207, 3.3052, 1.9930)  0.14
H (1.4498, 0.8697, 2.4385)  0.25
O (-1.2388, 1.7409, 1.4979)  0.13
H (-2.1566, 2.1233, 1.8049)  0.20
C (-3.7424, 2.0441, -0.3044)  -0.02
H (-4.6818, 2.0742, -0.9267)  0.11
H (-2.7993, 2.2435, -0.5842)  0.04
H (-4.0643, 2.6527, 0.5822)  0.11
H (-9.1808, -1.7495, -2.4666)  0.11
H (-7.6000, -0.6605, -2.5823)  0.13
H (-7.7904, -2.6059, -2.3288)  0.08

Summary:
HOMO: -7.61 eV
total energy: -1605.67049 a.u.
total charge: 0
frontier orbital gap: 0.2412 hartree
ΔE to the lowest compared entry with this formula, charge and spin: 2136.1 kJ/mol



[3]
C26H34N4SSb2Se5Si2W as an isolated structure in a non-equilibrium geometry, computed with ωB97M-V/def2-TZVPD.

Each line ends with the Löwdin charge.
Positions of all 75 atoms, in Å:
W (0.2148, 1.3810, -1.4528)  0.58
N (-1.0738, 3.9097, 1.9854)  0.14
C (-2.4549, 3.8416, 2.2159)  -0.25
C (-3.0007, 4.2308, 3.4270)  -0.03
C (-4.3764, 4.1709, 3.6175)  -0.10
C (-5.2002, 3.7047, 2.6075)  -0.10
C (-4.6478, 3.3027, 1.3954)  -0.09
C (-3.2815, 3.3842, 1.1949)  -0.45
S (-2.5853, 3.0355, -0.3867)  1.03
N (-0.9955, 2.5655, 0.0602)  -0.37
C (-0.4294, 3.1019, 1.0787)  -0.36
C (0.9902, 2.7860, 1.2878)  -0.24
C (1.7372, 3.3065, 2.3365)  -0.01
C (3.0988, 3.0737, 2.3826)  -0.06
C (3.6791, 2.3453, 1.3602)  -0.03
C (2.8648, 1.8346, 0.3645)  -0.20
N (1.5420, 1.9901, 0.3553)  -0.13
H (-0.5166, 4.2573, 2.7442)  0.11
H (-2.3503, 4.5897, 4.2173)  0.11
H (-4.7970, 4.4826, 4.5648)  0.10
H (-6.2707, 3.6506, 2.7545)  0.10
H (-5.2763, 2.9393, 0.5919)  0.11
H (1.2713, 3.9007, 3.1105)  0.10
H (3.6968, 3.4799, 3.1879)  0.10
H (4.7447, 2.1750, 1.3121)  0.11
H (3.2736, 1.2928, -0.4808)  0.03
C (0.4525, -0.4650, 2.2718)  -0.24
Si (-0.3555, -0.3115, 0.5437)  0.50
C (-2.1672, 0.0075, 1.1524)  -0.23
C (-0.7961, -2.0127, -0.1707)  -0.35
C (-1.0034, -3.1171, 0.6648)  -0.13
C (-1.5694, -4.2864, 0.1857)  -0.11
C (-1.9343, -4.3674, -1.1539)  -0.11
C (-1.7243, -3.2800, -1.9868)  -0.11
C (-1.1570, -2.0863, -1.5169)  -0.31
Si (-1.0007, -0.6101, -2.7435)  0.42
C (-0.1563, -1.4125, -4.2235)  -0.27
C (-2.7993, -0.3640, -3.2971)  -0.23
H (-0.3039, -0.2588, 3.0332)  0.02
H (1.2871, 0.2242, 2.4211)  0.00
H (0.8437, -1.4709, 2.4391)  -0.02
H (-2.4570, -0.8561, 1.7583)  0.02
H (-2.8874, 0.0967, 0.3354)  0.02
H (-2.2630, 0.8977, 1.7863)  0.00
H (-0.7308, -3.0510, 1.7152)  0.09
H (-1.7342, -5.1275, 0.8505)  0.09
H (-2.3795, -5.2755, -1.5456)  0.09
H (-2.0032, -3.3598, -3.0330)  0.09
H (-0.9044, -1.9751, -4.7924)  0.02
H (0.6288, -2.0967, -3.9024)  0.00
H (0.3183, -0.6956, -4.8970)  0.02
H (-3.2331, -1.3300, -3.5670)  0.02
H (-2.8674, 0.2987, -4.1621)  0.00
H (-3.4042, 0.0746, -2.4981)  0.02
Se (3.8126, -1.0194, -5.4905)  -0.30
Sb (4.1725, -1.6582, -3.1941)  0.07
Se (1.9483, 0.0081, -2.2453)  0.01
Se (1.3773, 3.3696, -2.2382)  0.00
Se (6.0445, -3.2988, -3.4965)  -0.42
C (3.1140, -3.5429, 2.0761)  -0.36
Sb (3.0103, -2.1007, 0.4372)  1.22
C (5.1221, -2.4548, 0.1403)  -0.40
C (2.2292, -3.6140, -0.8820)  -0.35
H (3.5292, -4.4766, 1.6959)  0.00
H (2.1247, -3.7339, 2.4986)  -0.02
H (3.7568, -3.1549, 2.8685)  -0.02
H (5.2606, -3.3517, -0.4623)  -0.04
H (5.6027, -2.5621, 1.1144)  -0.01
H (5.5879, -1.6398, -0.4098)  -0.04
H (3.0596, -4.1829, -1.3003)  0.00
H (1.6765, -3.1290, -1.6861)  -0.04
H (1.5432, -4.2561, -0.3285)  0.00
Se (-3.2016, 3.5018, -4.4671)  0.47
C (-2.0201, 2.6801, -3.4226)  -0.97
N (-1.3060, 2.0944, -2.7077)  -0.28

Summary:
HOMO (alpha / beta): -1.43 / -1.43 eV
total energy: -14762.20053 a.u.
total charge: -2
frontier orbital gap (alpha / beta): 0.1618 / 0.1619 hartree
ΔE to the lowest compared entry with this formula, charge and spin: 441.3 kJ/mol



Look up the total energy of the second one.
-1605.67049 a.u.



Which value of total charge does entry 1 give?
0



Which of these has the lowest total energy?
C26H34N4SSb2Se5Si2W